{"formula": "C27H54F2InO27", "method": "ωB97M-V/def2-TZVPD", "elements": ["In", "F", "F", "O", "O", "O", "O", "O", "O", "O", "O", "O", "O", "O", "O", "O", "O", "O", "O", "O", "O", "O", "O", "O", "O", "O", "O", "O", "O", "O", "C", "C", "C", "C", "C", "C", "C", "C", "C", "C", "C", "C", "C", "C", "C", "C", "C", "C", "C", "C", "C", "C", "C", "C", "C", "C", "C", "H", "H", "H", "H", "H", "H", "H", "H", "H", "H", "H", "H", "H", "H", "H", "H", "H", "H", "H", "H", "H", "H", "H", "H", "H", "H", "H", "H", "H", "H", "H", "H", "H", "H", "H", "H", "H", "H", "H", "H", "H", "H", "H", "H", "H", "H", "H", "H", "H", "H", "H", "H", "H", "H"], "coordinates": [[-0.1906, 0.1189, -0.4779], [-2.9743, 1.1368, -0.8372], [2.5000, 0.7299, -1.5008], [0.9147, -0.0913, -5.5605], [-3.9183, -2.3796, -3.0019], [1.6816, 0.9984, 1.6690], [-1.2607, 0.8598, 2.5714], [1.4307, -2.0193, -4.2972], [-1.9435, -1.9310, -2.0198], [1.2008, -1.7959, 1.6642], [-0.8621, 2.2228, -2.6141], [-2.5378, 2.5665, 3.4306], [-0.5326, 4.3420, -3.3649], [1.8726, -4.3969, -2.1260], [0.0376, 3.2554, -0.0678], [-2.7573, -4.0588, -2.3452], [-1.8132, -1.8626, 1.1953], [0.0843, -0.4294, -3.4165], [2.3784, -1.5532, 3.5863], [-3.6163, -1.5834, 2.6572], [-1.7415, -2.8014, 3.2155], [3.5094, -3.3400, -1.0847], [-1.2270, 1.3117, 4.7863], [3.6335, 1.9685, 2.0683], [-2.3277, 3.2060, -4.1183], [-0.5070, 5.3642, 0.5439], [1.3955, -2.5422, -0.9396], [1.7638, -3.6272, 2.9601], [1.6225, 4.9561, 0.0020], [1.8321, 2.6900, 3.0873], [2.3799, 1.8601, 2.1713], [2.1974, -3.3452, -1.3528], [2.6982, -5.3762, -2.5583], [-1.8437, 5.0801, 0.6640], [4.1428, -2.5955, -0.0274], [0.7713, -0.7549, -4.3528], [-3.0352, 3.2963, 4.5958], [2.7432, -2.0767, 4.8661], [0.3321, 4.4476, 0.1277], [-0.9712, 5.4929, -4.0926], [1.1622, -4.5655, 2.0682], [2.5755, 4.1469, -0.6244], [-1.2761, 3.2093, -3.2366], [-4.1718, -0.5291, 1.8707], [-1.6618, 1.5102, 3.5279], [-3.1964, 2.0628, -4.1506], [-2.3962, -2.0482, 2.2770], [1.7249, -2.2854, 2.6820], [-2.3656, -3.2275, 4.4115], [-1.6312, -4.6959, -1.7876], [-2.7306, -2.6980, -2.4975], [0.0679, 1.0389, -5.9018], [2.6116, 3.7578, 3.7370], [-4.4363, -1.0997, -2.9773], [4.3925, 1.2040, 1.1351], [-0.2314, 0.3634, 5.0703], [2.2347, -2.4961, -5.3431], [2.5975, 3.8009, 4.8260], [-4.4778, -0.6714, -1.9758], [-2.3093, 3.6205, 5.3416], [-4.0550, 2.4765, -4.6794], [0.0791, -4.5003, 2.1727], [2.1095, 3.6444, -1.4720], [-0.9829, 0.7521, -5.9428], [-3.5046, 1.6484, -3.1907], [-4.4245, -0.7280, 0.8293], [2.7407, -6.1470, -1.7888], [-3.3066, -3.7413, 4.2149], [0.1213, 1.8134, -5.1366], [-2.2537, 4.6017, -0.2255], [2.3104, -5.8703, -3.4491], [1.4461, -4.2467, 1.0653], [-2.1017, 4.4463, 1.5124], [2.0410, -2.8580, 5.1569], [-0.6908, 5.2789, -5.1239], [-2.7854, 1.2153, -4.6992], [2.6916, -1.3098, 5.6390], [0.2173, 0.4468, 6.0601], [5.1480, -2.9800, 0.1455], [-0.6521, -0.6381, 5.1609], [-2.0254, 5.7245, -3.9411], [3.8204, 0.2840, 1.0154], [3.6574, -2.6701, 4.8854], [4.1954, -1.5453, -0.3145], [1.6138, -2.8584, -6.1624], [3.3421, 4.7244, -1.1410], [1.5572, -5.5643, 2.2536], [-3.5247, 0.3287, 2.0536], [2.2273, 4.7223, 3.4052], [-3.8379, -0.4112, -3.5739], [-2.7209, -2.2943, 4.8485], [3.6981, 3.7493, 3.6495], [-5.4556, -1.1936, -3.3519], [4.3510, 1.7714, 0.2054], [-2.0542, -5.5220, -1.2160], [-0.5041, 6.3569, -3.6200], [0.6400, 0.4707, 4.4243], [3.7327, -5.2180, -2.8631], [-0.8748, -5.0347, -2.4955], [-1.6951, -3.7331, 5.1064], [2.9940, -1.7549, -5.5923], [3.0304, 3.5001, 0.1258], [3.6143, -2.6539, 0.9241], [2.8411, -3.2497, -4.8408], [-3.7797, 2.7078, 5.1320], [-1.1651, -4.0388, -1.0535], [-3.7119, 4.0928, 4.2863], [-2.3933, 6.0117, 0.7986], [-5.1350, -0.2582, 2.3031], [0.3980, 1.4445, -6.8581], [5.4719, 1.0667, 1.1991]], "forces_ev_per_a": [[0.259, 0.955, -0.926], [1.989, -0.880, 0.390], [-2.115, -0.530, 0.884], [0.076, -1.270, 1.285], [0.529, -1.987, -0.585], [-0.115, 0.402, -0.644], [-1.099, 1.137, 1.186], [-1.945, 3.328, 0.659], [0.872, 0.301, -0.205], [1.342, -1.353, 2.903], [-1.297, 2.491, -1.148], [0.796, -0.781, 0.394], [-0.707, -1.206, 1.469], [-1.874, 2.973, 0.364], [0.639, 2.456, 0.358], [0.072, 1.401, -1.342], [-1.521, 0.161, 1.987], [0.586, 0.324, -0.640], [-0.081, 0.245, -0.168], [1.691, -1.545, -0.245], [-0.056, 0.110, -1.665], [0.515, -0.895, -0.007], [-1.035, 1.215, 0.302], [3.939, 1.334, 0.803], [1.090, 0.062, 1.606], [2.399, 1.224, -0.154], [0.108, -0.533, -0.530], [0.562, 1.358, 0.858], [-2.943, 1.001, 0.700], [0.869, 0.858, 0.612], [-2.899, -1.159, 1.022], [0.598, 0.456, 0.529], [1.891, -3.181, -0.506], [-2.578, -0.629, 0.016], [-0.541, 0.788, 0.015], [0.224, -1.453, -0.731], [-0.984, -0.830, 0.475], [-0.792, -1.645, 0.523], [1.333, -3.102, -0.442], [-0.404, -0.064, 0.286], [-0.172, 0.846, -0.900], [0.168, -0.881, -1.075], [1.321, -1.902, -0.955], [-0.624, 1.360, 0.303], [0.886, 0.098, -0.402], [-0.584, -0.013, -0.205], [1.202, 0.183, -1.019], [-1.348, -0.249, -2.478], [-1.731, 1.715, 0.401], [0.309, 0.039, 1.336], [-1.560, -0.945, 1.787], [-0.183, 0.049, 1.009], [0.391, 0.523, 0.029], [-0.242, 1.562, 0.213], [-1.291, -0.360, -2.220], [1.113, -1.058, 0.211], [0.994, 0.282, 0.290], [-1.214, -0.874, 0.139], [0.170, -0.137, 0.184], [0.351, -0.009, -0.613], [-0.086, -0.408, 0.016], [0.048, -0.205, -0.059], [-0.037, -0.803, 0.440], [0.127, -0.328, -0.206], [0.338, 0.637, 0.365], [0.924, -0.366, -0.009], [0.142, -0.212, 0.060], [0.350, -0.641, -0.077], [0.314, -0.064, 0.051], [0.198, -0.149, -0.088], [-0.719, 0.290, 0.070], [-0.287, -0.234, -0.158], [0.410, -0.194, 0.063], [-0.454, 0.222, 0.012], [-0.257, 0.755, -0.047], [0.362, 0.304, -0.213], [0.326, 0.240, -0.520], [-0.627, 1.129, 0.337], [-0.179, -0.246, -0.500], [-0.024, -0.165, -0.921], [-0.186, -0.596, -0.407], [0.488, -0.148, -0.287], [0.503, 0.746, -0.397], [-0.022, -0.022, -0.048], [0.429, 0.001, -0.117], [-0.011, 0.649, 0.689], [-0.023, 0.286, 0.378], [-0.053, 0.011, -0.892], [-0.010, -0.214, -0.297], [-0.128, -0.128, -0.157], [0.072, -0.071, 0.776], [-0.110, -0.473, -1.155], [0.185, 0.128, -0.158], [-0.455, -0.286, -0.315], [0.190, -0.237, -0.273], [0.670, -0.231, -0.421], [-0.425, -0.399, -0.607], [0.057, 1.170, 0.447], [-0.300, 0.120, -0.246], [0.139, -0.074, -0.649], [-0.352, 0.201, -0.694], [-0.032, -0.251, -0.422], [-0.314, -0.178, -0.235], [-0.346, -0.590, -0.403], [0.363, -0.754, 0.096], [0.220, 0.132, -0.121], [0.858, 0.335, -0.765], [0.377, 0.152, -0.022], [0.053, -0.400, 0.457], [0.147, -0.395, 0.152], [-0.202, 0.187, 1.754]], "mulliken_charge": [2.6420, -0.5840, -0.6701, -0.3700, -0.4366, 0.6932, 0.0599, 0.0834, -0.1648, 0.5886, 0.4504, -0.1566, -0.1799, -0.0092, -0.2494, -0.4104, -0.1513, -0.1818, -0.1450, -0.4252, -0.0386, -0.4332, -0.4295, -0.4852, -0.3825, -0.4100, 0.2011, -0.4452, -0.4369, -0.0762, -0.0049, 0.0799, -1.0003, -0.2938, -0.2373, 0.0292, -0.8622, -0.9626, 0.6349, -0.8145, 0.0633, -0.1865, 0.2330, -0.2788, 0.2513, -0.4679, 0.2057, -0.3180, -0.9096, -0.2180, 0.4889, -0.3429, -0.9544, 0.0506, -0.5977, -0.3103, -0.7442, 0.3137, 0.0747, 0.3527, 0.3046, 0.1180, 0.0638, 0.1962, 0.0920, 0.0613, 0.3548, 0.2903, -0.0178, 0.1308, 0.2950, -0.3654, -0.0319, 0.3637, 0.2985, 0.1251, 0.2872, 0.4294, 0.3822, 0.1537, 0.3349, -0.0015, 0.3443, 0.2186, 0.2707, 0.3717, 0.3359, 0.1111, 0.3059, -0.2153, 0.3305, 0.3328, 0.3187, 0.2535, 0.3427, 0.2448, -0.0984, 0.3455, 0.2469, 0.2825, 0.3522, -0.0794, -0.1490, 0.1599, 0.3274, -0.1193, 0.2797, 0.3139, 0.2993, 0.3362, 0.3506], "total_charge": 1, "homo_lumo_gap_ev": 5.257}

---

{"formula": "C27H54F6O27PPd", "method": "ωB97M-V/def2-TZVPD", "elements": ["Pd", "P", "F", "F", "F", "F", "F", "F", "O", "O", "O", "O", "O", "O", "O", "O", "O", "O", "O", "O", "O", "O", "O", "O", "O", "O", "O", "O", "O", "O", "O", "O", "O", "O", "O", "C", "C", "C", "C", "C", "C", "C", "C", "C", "C", "C", "C", "C", "C", "C", "C", "C", "C", "C", "C", "C", "C", "C", "C", "C", "C", "C", "H", "H", "H", "H", "H", "H", "H", "H", "H", "H", "H", "H", "H", "H", "H", "H", "H", "H", "H", "H", "H", "H", "H", "H", "H", "H", "H", "H", "H", "H", "H", "H", "H", "H", "H", "H", "H", "H", "H", "H", "H", "H", "H", "H", "H", "H", "H", "H", "H", "H", "H", "H", "H", "H"], "coordinates": [[-0.4617, -1.9537, 2.4125], [-0.4695, 0.5331, -0.5357], [1.1630, 0.7663, -0.5698], [-0.2298, -0.9051, -1.2364], [-0.2991, -0.1795, 0.9426], [-0.7787, 1.2483, -1.9988], [-2.0547, 0.2736, -0.5249], [-0.6549, 1.9345, 0.3268], [-4.3442, -0.3076, -6.6483], [1.7278, -1.7992, 2.8010], [0.2369, 5.6826, -2.2791], [3.5376, -2.8460, 3.8059], [-2.1442, -2.9108, 1.1691], [5.2960, 3.7000, -1.1005], [0.5482, -3.3037, 0.8677], [-2.1528, -0.1348, -7.2636], [0.2330, 0.7142, 5.9623], [-0.5524, 6.3342, -0.2037], [-0.6848, 2.0033, 4.4266], [-1.3847, 4.5988, -1.4598], [0.7073, 1.6103, -5.0498], [-4.0359, -0.8784, 4.5616], [-3.9051, -4.3044, 1.2354], [-2.3790, -0.9078, 2.9440], [-3.3413, -3.5405, -0.6935], [1.2774, -5.4692, 0.6564], [2.4709, -3.9000, -0.2729], [0.0019, -0.1205, 3.9036], [5.8547, 3.4714, 1.0961], [3.7740, 3.3710, 0.5098], [-2.8122, -0.5807, -5.1340], [3.7297, -0.7993, 3.1065], [1.7203, -0.3657, -5.2252], [-4.5046, -0.0770, 2.5889], [2.8395, 1.2542, -4.0930], [-3.0087, -0.3055, -6.4596], [-1.1758, 2.2712, 3.1316], [2.8010, -2.5409, -0.6237], [-4.8823, -0.1051, -7.9721], [0.5399, 2.8127, -4.2646], [0.3418, -6.0925, 1.5573], [2.6097, -1.3420, -4.8487], [1.3536, -4.1546, 0.4825], [3.3345, 0.2568, 2.2577], [-3.5424, -0.6100, 3.3085], [-3.9316, -4.3526, 2.6052], [1.8256, 0.8686, -4.7554], [-3.0314, -3.5398, 0.6285], [7.1727, 3.7928, 0.8290], [4.9941, 3.5785, 0.0820], [-1.5392, -0.8708, -4.6047], [0.7927, -0.4438, 6.4282], [1.0654, 6.7825, -2.4174], [-2.6987, -2.7370, -1.6311], [2.6300, 3.3744, -0.3520], [-2.2499, 4.1691, -0.4385], [-0.5542, 5.5697, -1.2212], [-3.4317, -1.7414, 5.4795], [2.9000, -4.0791, 3.9898], [-4.3424, 0.2019, 1.2051], [2.8806, -1.8142, 3.2795], [-0.1346, 0.7942, 4.7040], [2.8059, 0.0460, 1.3281], [3.6645, -1.1006, -4.9801], [-0.4842, 2.7357, -3.8994], [0.0105, -1.1994, 6.3549], [1.1866, 2.7277, -3.3912], [-2.5173, 3.1218, -0.5787], [3.8132, -2.6407, -1.0156], [-1.1877, -1.8756, -4.8392], [-5.5894, 0.7237, -7.9358], [0.6627, 3.6900, -4.8996], [4.1518, 0.9774, 2.2281], [-5.4388, -1.0110, -8.2125], [-1.9221, 1.5100, 2.9040], [2.0313, -4.1356, 4.6457], [1.2866, 6.8454, -3.4829], [1.1106, -0.5294, 7.4673], [-0.7684, -0.2152, -5.0097], [-3.8425, -1.8796, 6.4796], [2.0090, 6.7195, -1.8756], [2.5920, -4.5912, 3.0782], [2.5315, 0.7250, 2.8270], [-1.4920, -0.7033, -3.5287], [-0.3216, 2.2109, 2.4572], [0.4496, -7.1752, 1.4926], [0.5950, 7.6982, -2.0592], [2.8479, -1.9433, 0.2867], [-0.6860, -5.8548, 1.2829], [-4.0810, -3.3890, 3.0924], [-1.6286, -2.8479, -1.4565], [-3.3804, -2.7060, 4.9745], [-1.6775, 3.2266, 2.9777], [7.7677, 3.8632, 1.7395], [-4.0724, -0.6599, 0.5948], [2.6951, 4.2691, -0.9712], [-2.9955, -4.8132, 2.9208], [2.6952, 2.5385, -1.0485], [-4.7566, -4.9975, 2.9077], [2.5538, -2.2536, -5.4437], [7.7194, 3.0438, 0.2562], [-3.6199, 0.9869, 0.9817], [-2.4066, -1.3859, 5.5839], [-5.2972, 0.5390, 0.8016], [-4.2064, 0.3055, -8.7222], [-2.8591, -3.1697, -2.6186], [7.2347, 4.7695, 0.3492], [-3.1142, 4.8311, -0.3857], [0.5252, -5.7054, 2.5596], [-2.9618, -1.6818, -1.5573], [-1.7524, 4.2677, 0.5263], [1.5823, -0.8142, 5.7744], [3.5038, -4.7518, 4.5989], [2.5358, -1.6601, -3.8088], [2.1787, -1.9853, -1.3252], [1.6717, 3.3489, 0.1668]], "forces_ev_per_a": [[0.338, -0.003, -1.804], [0.381, 1.438, -1.993], [-1.522, 0.049, -0.112], [-0.045, 0.236, 0.174], [0.010, -0.979, 0.985], [1.505, -0.241, 1.529], [-0.164, -0.375, 1.007], [0.204, -0.980, -1.295], [0.555, 0.303, -0.110], [1.616, -0.563, 1.387], [-0.642, -1.315, 0.207], [-0.496, 1.026, 0.246], [0.215, 0.034, 0.019], [-0.184, 0.359, 1.762], [0.683, -0.803, 0.077], [0.406, 0.168, -0.596], [-0.425, 2.963, 0.394], [0.160, -2.786, -3.359], [0.832, -0.884, 2.430], [-0.159, -1.225, -0.686], [1.954, -1.567, 0.179], [-1.554, 1.791, -1.811], [-0.684, 0.038, -1.959], [-2.866, 0.908, 0.778], [-1.045, -1.145, 2.843], [0.387, 0.245, -0.165], [-2.444, -0.558, 1.012], [-0.053, 0.659, 0.545], [-1.462, -0.240, 0.832], [-1.132, -0.226, 2.145], [-1.315, 0.036, -0.238], [-0.019, -2.545, 0.385], [-1.872, 0.707, -0.997], [0.519, -0.321, 1.050], [-3.781, -1.100, -2.180], [-0.325, -0.634, 1.295], [0.173, -1.108, -1.429], [0.831, 0.521, 0.686], [-0.432, 0.821, 0.262], [-0.482, -0.672, 0.332], [-0.474, 0.836, -0.041], [2.447, -1.511, 0.614], [0.921, 0.491, -1.054], [-1.699, 1.997, 1.044], [1.139, -1.660, 1.126], [0.368, -0.627, 1.917], [2.783, 2.083, 2.435], [-0.657, 0.565, -2.263], [2.116, 0.707, -0.382], [0.532, -0.758, -3.107], [1.574, 0.493, -0.621], [-0.032, -3.360, -0.443], [0.916, 1.607, -0.138], [2.124, 0.372, -0.551], [0.851, 0.398, -1.713], [-0.361, 0.439, 1.293], [0.280, 3.608, 3.135], [2.544, -0.911, -1.003], [-1.079, -1.842, 0.843], [0.144, 0.437, -1.593], [0.018, 0.643, -2.060], [-0.793, 0.819, -1.319], [0.826, -0.697, -0.262], [-0.023, 0.791, 0.013], [0.014, 0.321, -0.146], [-0.066, -0.454, 0.018], [0.176, 0.578, -0.287], [0.040, 0.317, -0.422], [-0.174, 0.118, -0.069], [-0.396, -0.270, -0.039], [-0.358, -0.155, 0.608], [0.291, -0.112, 0.243], [0.006, -0.422, -0.429], [0.416, 0.087, -0.423], [0.236, -0.061, -0.403], [-0.553, 1.236, -0.083], [-0.020, 0.128, 0.120], [-0.020, 1.343, -0.092], [-0.223, 0.119, -0.202], [-0.845, 0.785, -0.510], [-0.012, -0.459, 0.129], [0.444, 0.305, -0.306], [-0.082, 0.640, -0.076], [-0.676, -0.055, -0.061], [-0.408, -0.050, -0.204], [0.434, 0.299, -0.040], [-0.212, -0.037, -0.151], [-0.023, -0.025, 0.017], [0.018, 0.153, -0.142], [0.122, 0.158, -0.273], [0.160, 0.438, -0.072], [0.088, -0.349, 0.420], [0.410, 0.204, 1.028], [-0.656, 0.009, 0.428], [0.216, -0.262, 0.519], [-0.215, 0.109, 0.034], [0.029, 0.091, 0.558], [-0.019, -0.081, 0.149], [0.084, 0.012, -0.218], [-0.979, 0.288, -0.330], [-0.460, -0.052, -0.480], [0.117, -0.122, 0.510], [0.256, -0.218, 0.384], [-0.128, -0.020, 0.593], [0.663, -0.983, 0.153], [-0.525, 0.209, 0.175], [0.073, -0.150, -0.252], [-0.165, -0.161, -0.223], [0.015, -0.282, 0.104], [-0.184, -0.192, -0.075], [0.087, -0.064, 0.002], [0.276, 0.267, 0.057], [0.951, 0.315, -0.634], [-0.446, 0.319, 0.192], [-0.476, -0.735, -0.064], [0.570, -0.030, 0.567]], "mulliken_charge": [-0.1799, 2.3431, -0.5251, -0.5389, -0.6608, -0.3429, -0.5608, -0.4328, -0.3367, 0.2750, -0.1558, -0.4103, 0.1548, -0.5621, 0.5685, -0.5391, -0.4102, -0.6587, -0.4424, -0.2122, -0.3332, -0.4571, -0.4311, 0.8477, -0.3872, -0.4032, -0.4290, 0.1566, -0.3330, -0.3137, -0.2545, -0.4349, -0.2586, -0.4411, -0.6219, 0.7079, -0.0420, 0.3910, -0.6696, -0.3973, -0.3908, -0.4312, 0.2893, -0.2079, 0.3801, -0.4317, 0.8046, 0.4576, -0.6711, 0.6820, -0.3111, -0.3920, -0.7744, -0.1765, -0.4176, -0.5518, 0.8039, -0.1077, -0.6004, -0.1671, 0.4527, 0.5612, -0.0127, 0.3416, 0.2351, 0.1236, 0.0339, -0.0846, 0.3791, 0.3465, 0.2597, 0.3966, 0.2719, 0.2494, -0.1102, 0.1930, 0.2595, 0.3510, 0.3413, 0.3527, 0.2903, 0.1803, 0.1352, -0.1850, 0.0940, 0.2851, 0.3299, -0.2706, 0.1109, -0.0048, 0.0046, 0.0496, 0.3257, 0.2424, 0.0331, 0.3281, 0.2386, 0.2142, 0.3493, 0.3232, 0.2970, 0.0345, -0.1344, 0.3596, 0.3357, 0.3113, 0.3060, 0.4670, 0.1842, 0.1703, 0.2821, 0.0556, 0.4222, -0.0472, -0.2775, 0.1630], "multiplicity": 3, "total_charge": 1, "homo_lumo_gap_ev": [8.515, 4.955]}